# 1
Molecular formula: C4H9N2
Method: DFT, wB97M-V/def2-TZVPD

Geometry as XYZ:
```
15
C4H9N2 wB97M-V/def2-TZVPD
C -3.96 -0.21 -0.25
C 2.63 0.42 -0.20
C -1.44 -0.49 0.11
C 1.44 0.68 0.61
N -2.60 -0.51 -0.02
N 3.34 -0.61 -0.19
H -3.87 0.90 -0.25
H -4.24 -0.70 -1.18
H 2.79 1.00 -1.12
H 0.69 -0.07 0.23
H 1.16 1.74 0.33
H 1.30 0.47 1.71
H -4.52 -0.48 0.66
H 4.11 -0.74 -0.78
H 3.17 -1.40 0.33
```

Properties
- Kohn-Sham gap: 10.01 eV
- F_max: 3.0 eV/Å
- Energy relative to the best compared isomer or geometry (same formula, charge and spin): 2.948 eV
- HOMO: -0.5360 Eh
- Total charge: +1
- Lowest unoccupied orbital energy: -4.576 eV

---

# 2
Molecular formula: C4H6InLiO7
Method: DFT, wB97M-V/def2-TZVPD

Geometry as XYZ:
```
19
C4H6InLiO7 wB97M-V/def2-TZVPD
O -0.63 -3.36 -2.80
C 0.13 -2.45 -2.37
O 1.05 -1.95 -3.06
O -0.16 -1.98 -1.15
O -0.11 1.03 0.80
C -0.57 -0.22 0.39
C 0.20 -0.63 -0.85
Li 0.53 -3.31 -4.38
H -1.66 -0.19 0.18
H -0.37 -0.92 1.22
H 1.28 -0.57 -0.67
H -0.06 0.03 -1.69
C 0.33 2.03 2.14
O -0.67 2.84 2.14
O 1.60 2.54 1.94
H 1.51 3.30 1.35
In -2.48 2.54 1.61
O 0.29 1.00 3.02
H -0.20 0.28 2.20
```

Properties
- Kohn-Sham gap: 8.82 eV
- F_max: 5.2 eV/Å
- Energy relative to the best compared isomer or geometry (same formula, charge and spin): 2.693 eV
- HOMO: -0.3442 Eh
- Lowest unoccupied orbital energy: -0.550 eV

---

# 3
Molecular formula: C28H21BrCoN3O5S2
Method: DFT, wB97M-V/def2-TZVPD

Geometry as XYZ:
```
61
C28H21BrCoN3O5S2 wB97M-V/def2-TZVPD
Co 0.07 0.56 0.52
Br 6.65 -0.23 -2.66
C 5.17 -0.11 -1.47
C 5.30 0.60 -0.27
C 4.25 0.68 0.61
C 2.97 0.09 0.34
O 2.03 0.20 1.18
C 2.87 -0.61 -0.92
C 1.66 -1.25 -1.34
N 0.52 -1.07 -0.78
C -0.63 -1.78 -1.19
C -0.74 -2.63 -2.26
C -1.96 -3.26 -2.57
C -3.08 -3.03 -1.81
C -3.00 -2.16 -0.70
C -4.12 -1.84 0.12
C -3.97 -0.97 1.16
C -2.70 -0.41 1.40
N -1.65 -0.70 0.67
C -1.78 -1.55 -0.38
C 3.98 -0.71 -1.78
H 6.24 1.08 -0.03
H 4.34 1.24 1.53
H 1.77 -1.91 -2.20
H 0.12 -2.84 -2.89
H -2.01 -3.93 -3.42
H -4.02 -3.50 -2.06
H -5.08 -2.28 -0.11
H -4.80 -0.68 1.78
H -2.55 0.34 2.18
H 3.87 -1.26 -2.71
N 0.84 1.87 -1.06
S 0.24 3.16 -1.72
C 0.21 2.86 -3.50
C 0.33 1.56 -3.94
C 0.23 1.29 -5.30
C 0.01 2.32 -6.20
C -0.13 3.62 -5.75
C -0.03 3.90 -4.39
C 1.55 4.39 -1.74
C 1.41 5.46 -0.87
C 2.44 6.39 -0.79
C 3.59 6.23 -1.55
C 3.72 5.14 -2.40
C 2.70 4.22 -2.50
H 1.82 1.76 -1.33
H 0.49 0.78 -3.21
H 0.33 0.27 -5.66
H -0.06 2.10 -7.26
H -0.31 4.43 -6.45
H -0.14 4.92 -4.03
H 0.53 5.53 -0.24
H 2.35 7.23 -0.11
H 4.39 6.95 -1.47
H 4.62 5.01 -2.99
H 2.79 3.37 -3.17
O -0.85 4.07 0.83
S -1.49 2.79 1.19
O -1.82 2.02 -0.05
O -0.46 1.91 1.90
O -2.66 2.95 2.05
```

Properties
- Kohn-Sham gap (alpha / beta): 6.76 / 6.66 eV
- F_max: 1.2 eV/Å
- Energy relative to the best compared isomer or geometry (same formula, charge and spin): 0.000 eV
- HOMO (alpha / beta): -0.1817 / -0.1796 Eh
- Spin multiplicity: 4
- Total charge: -1
- Lowest unoccupied orbital energy (alpha / beta): 1.816 / 1.777 eV

---

# 4
Molecular formula: C3H3NO2
Method: DFT, wB97M-V/def2-TZVPD

Geometry as XYZ:
```
9
C3H3NO2 wB97M-V/def2-TZVPD
C 1.25 -0.60 -0.48
C -1.94 0.14 0.08
C -0.78 0.11 0.63
N 1.85 0.55 -0.61
O -2.95 0.37 -0.41
O 0.02 -0.87 0.07
H 1.71 -1.52 -0.85
H 1.35 1.21 -0.01
H -0.51 0.61 1.58
```

Properties
- Kohn-Sham gap: 9.62 eV
- F_max: 3.6 eV/Å
- Energy relative to the best compared isomer or geometry (same formula, charge and spin): 3.063 eV
- HOMO: -0.3474 Eh
- Structure (SMILES): [H]/N=C\OC=C=O
- Lowest unoccupied orbital energy: 0.171 eV

---

# 5
Molecular formula: C5H8O2
Method: DFT, wB97M-V/def2-TZVPD

Geometry as XYZ:
```
15
C5H8O2 wB97M-V/def2-TZVPD
C -2.16 0.24 -0.32
C -1.03 -0.75 -0.05
C 0.34 -0.16 -0.42
C 1.33 -0.12 0.71
O 1.18 -0.63 1.80
C 2.63 0.63 0.43
O 2.85 1.21 -0.60
H -2.01 1.17 0.24
H -3.13 -0.18 -0.03
H -2.22 0.50 -1.39
H -1.20 -1.67 -0.61
H -1.01 -1.02 1.01
H 0.83 -0.69 -1.24
H 0.25 0.87 -0.79
H 3.36 0.60 1.27
```

Properties
- Kohn-Sham gap: 9.41 eV
- F_max: 0.8 eV/Å
- Energy relative to the best compared isomer or geometry (same formula, charge and spin): 0.868 eV
- HOMO: -0.3621 Eh
- Structure (SMILES): CCCC(=O)C=O
- Lowest unoccupied orbital energy: -0.447 eV

---

# 6
Molecular formula: C7H18N3
Method: DFT, wB97M-V/def2-TZVPD

Geometry as XYZ:
```
28
C7H18N3 wB97M-V/def2-TZVPD
C 1.29 1.61 0.29
C 0.04 1.88 1.00
C 0.74 -0.87 0.60
C 2.62 1.77 0.86
C -0.73 2.97 0.26
C 1.60 -1.87 0.05
C -1.81 -2.72 -1.94
N -0.88 0.74 0.84
N -0.46 -0.56 0.60
N -2.26 -2.16 -0.63
H 1.20 1.73 -0.92
H 0.23 2.03 2.01
H 2.64 1.76 1.90
H 3.03 2.72 0.48
H 3.30 1.03 0.50
H -1.51 3.65 0.80
H -1.15 2.47 -0.52
H 0.02 3.75 -0.17
H 1.78 -2.65 0.85
H 2.61 -1.41 -0.08
H 1.24 -2.38 -0.94
H -1.10 -1.97 -2.43
H -1.39 -3.74 -1.73
H -2.67 -2.71 -2.57
H -1.74 0.88 1.39
H -1.21 -1.24 0.03
H -2.20 -2.86 0.20
H -3.23 -1.84 -0.72
```

Properties
- Kohn-Sham gap (alpha / beta): 8.48 / 7.64 eV
- F_max: 5.5 eV/Å
- Energy relative to the best compared isomer or geometry (same formula, charge and spin): 6.973 eV
- HOMO (alpha / beta): -0.4464 / -0.4311 Eh
- Total charge: +1
- Lowest unoccupied orbital energy (alpha / beta): -3.671 / -4.093 eV

---

# 7
Molecular formula: C5H8N2O3
Method: DFT, wB97M-V/def2-TZVPD

Geometry as XYZ:
```
18
C5H8N2O3 wB97M-V/def2-TZVPD
N -2.11 0.87 -0.35
C -1.31 0.01 -1.08
C -1.52 -0.57 -2.30
O -0.40 -1.20 -2.70
N 0.57 -1.04 -1.76
C 0.02 -0.42 -0.75
C 0.77 -0.15 0.53
C 2.04 0.67 0.39
O 2.64 0.92 1.49
H -2.16 0.66 0.64
H -3.04 1.00 -0.73
H -2.37 -0.61 -2.97
H 0.10 0.53 1.10
H 1.84 -0.91 0.40
H 1.94 1.49 -0.35
O 0.92 -0.81 2.69
H 1.90 -0.05 2.64
H 0.17 -0.38 3.10
```

Properties
- Kohn-Sham gap: 8.25 eV
- F_max: 6.3 eV/Å
- Energy relative to the best compared isomer or geometry (same formula, charge and spin): 7.381 eV
- HOMO: -0.3212 Eh
- Lowest unoccupied orbital energy: -0.488 eV

---

# 8
Molecular formula: C5H12N2
Method: DFT, wB97M-V/def2-TZVPD

Geometry as XYZ:
```
19
C5H12N2 wB97M-V/def2-TZVPD
C -1.06 -0.07 -0.02
C 0.57 1.32 -1.33
C 1.22 -0.55 1.98
N -0.20 1.20 -0.11
N -2.08 -0.24 -1.03
C -0.15 -1.25 -0.01
C 0.89 -1.41 0.80
H -0.77 2.03 0.01
H -1.57 0.02 0.95
H -1.67 -0.36 -1.95
H -2.73 0.54 -1.04
H -0.32 -1.96 -0.82
H 1.53 -2.28 0.67
H 1.18 0.42 -1.46
H 1.23 2.18 -1.25
H -0.04 1.45 -2.24
H 2.28 -0.30 1.97
H 0.64 0.36 1.98
H 1.03 -1.11 2.90
```

Properties
- Kohn-Sham gap: 9.68 eV
- F_max: 1.7 eV/Å
- Energy relative to the best compared isomer or geometry (same formula, charge and spin): 1.215 eV
- HOMO: -0.3164 Eh
- Structure (SMILES): C/C=C\[C@H](N)NC
- Lowest unoccupied orbital energy: 1.067 eV

---

> What is the formula in the first record?

C4H9N2

---

> Which formula does entry 3 have?

C28H21BrCoN3O5S2

---

> The highest F_max belongs to which entry?

C5H8N2O3

---

> Which value of energy relative to the best compared isomer or geometry (same formula, charge and spin) does entry 7 give?

7.381 eV